{"formula": "C46H58BF4GaNO6", "method": "ωB97M-V/def2-TZVPD", "e_tot_ha": -4643.303707, "total_charge": -1, "multiplicity": 1, "lumo_ev": 2.40, "elements": ["F", "O", "C", "H", "H", "H", "C", "H", "C", "C", "O", "C", "H", "F", "H", "C", "H", "C", "H", "H", "C", "H", "B", "C", "H", "H", "C", "H", "H", "C", "H", "C", "O", "H", "H", "H", "H", "H", "O", "H", "C", "F", "H", "H", "C", "C", "N", "C", "C", "C", "H", "C", "C", "H", "H", "H", "H", "C", "H", "Ga", "H", "C", "C", "H", "C", "H", "H", "H", "H", "C", "H", "H", "C", "H", "C", "C", "C", "O", "H", "H", "H", "H", "H", "H", "C", "C", "H", "C", "C", "O", "C", "H", "F", "H", "C", "C", "C", "H", "H", "C", "H", "H", "H", "C", "H", "C", "H", "C", "C", "C", "C", "H", "H", "H", "H", "C", "C"], "xyz": [[-1.8432, -5.7225, -1.0753], [0.1163, 1.7256, -0.7845], [0.5453, -1.0276, -2.8621], [-1.6855, 4.6295, 0.5893], [-2.9055, 4.9460, -1.6494], [-3.3787, -2.9923, 1.9723], [0.4257, -1.1846, 2.8876], [-3.5721, -0.7564, -2.4951], [1.6753, 2.0547, 5.5429], [5.7175, -4.7326, -1.3279], [-1.3681, -2.0881, -1.9760], [-2.4324, -3.1324, 2.4922], [1.3849, 2.9573, 2.2097], [0.3720, -5.2116, -0.7080], [-0.8021, 3.2211, 5.2708], [2.0185, -2.5935, 1.2267], [-3.9202, 6.2173, -0.9630], [0.9632, 2.4272, -4.5067], [4.0181, -6.3540, 0.1519], [5.9560, -3.7949, -1.8350], [1.4943, -2.1787, -0.0003], [2.1375, -2.3437, -3.3344], [-0.9164, -5.1429, -0.2016], [-3.1079, 0.2260, -2.5080], [3.0013, 2.1501, -3.7821], [-3.6972, -0.9758, 2.4874], [3.2584, -3.2506, -1.1875], [2.6979, 1.4184, -5.3662], [2.1797, 0.0792, -3.6370], [-0.9591, -1.1759, 2.7144], [2.0479, -2.4661, 3.3400], [2.0757, -2.5185, -1.2182], [-1.4553, -2.2305, 1.9408], [-3.7762, 0.5396, 3.3644], [2.4193, 1.2690, 5.4018], [7.1036, -4.3633, 0.9588], [1.2140, 4.5293, -4.0318], [-3.6120, 0.8085, -3.2823], [-3.1058, -1.1756, -0.0349], [0.7202, -3.1477, -2.7078], [-1.1610, 1.0186, 3.5667], [-1.2713, -3.7281, -0.0734], [0.6540, -3.2963, 2.6954], [-0.7745, 2.8232, -5.7699], [-3.2496, 0.0105, 2.5666], [-1.6351, 0.1152, -2.9255], [-0.4203, 1.6577, 0.2989], [-3.3880, 0.8984, -1.1630], [3.1986, -3.3207, 1.1995], [5.1290, -4.4875, 0.0614], [2.1932, 2.9536, 5.8898], [-2.2691, -2.9548, -2.6854], [-3.6952, 2.1489, 1.2988], [5.7096, -6.4905, 0.6810], [-2.6217, 6.0559, 1.0937], [5.8381, -3.5943, 1.9243], [-2.6227, 4.5872, 2.0793], [0.3020, 2.6725, -5.8688], [2.6915, 2.0762, 2.9982], [-1.3057, -1.4244, 0.0077], [4.4980, -5.7434, 1.7323], [-2.6160, 4.9625, 1.0539], [1.9014, 2.8110, 3.1608], [2.3719, 3.7533, 3.4562], [0.9831, -0.0346, 3.4190], [-2.1316, -2.7861, -3.7522], [-2.5402, -2.9115, 3.5526], [-0.3316, 3.8602, -3.4841], [5.0322, -5.2998, -1.9609], [-5.1178, 4.8310, 1.0003], [-3.5568, 2.8466, -2.0015], [-5.1481, 4.3964, 2.0009], [1.3701, -2.2804, -2.5594], [-3.2958, -2.7400, -2.3937], [-1.0172, 1.1740, -3.5775], [-3.8314, 5.1373, -1.1024], [0.7324, 3.6459, -3.6009], [-0.9523, 0.5292, 0.5988], [-5.9946, 4.4752, 0.4540], [-1.6221, 2.0450, -3.8118], [-2.0216, -3.9755, -2.4103], [6.4327, -2.7959, 0.4681], [2.8557, 3.1722, -5.2131], [0.4799, 4.3647, 4.8565], [4.8207, -5.8520, 0.6952], [6.1876, -3.7666, 0.9052], [-3.7543, 2.6353, 2.2688], [2.4681, 2.2739, -4.7266], [1.2817, -2.4104, 2.5630], [0.4615, -1.3584, 0.0024], [0.2125, 1.0821, 3.7528], [-1.7775, 1.8879, 3.7607], [-1.0067, -5.7163, 1.0702], [-5.1916, 5.9178, 1.1017], [-1.7780, -0.0916, 2.9963], [-3.8289, 4.4481, 0.2621], [-0.8295, -0.9857, -2.6507], [-2.0699, -4.1431, 2.3291], [6.6408, -5.3099, -1.2331], [1.1114, 0.0901, -3.4634], [1.1301, 3.4682, -2.6020], [-4.6704, 4.8066, -1.7191], [3.6182, -3.6518, 2.1459], [3.8470, -3.6531, 0.0078], [0.9876, 1.7289, 6.3271], [0.3466, 1.1893, -3.8497], [2.0614, -0.0016, 3.5383], [0.9147, 2.3484, 4.2426], [-3.5026, 0.7809, 1.2695], [-3.5775, 2.2772, -1.0793], [-0.0693, 3.4878, 4.5053], [0.4623, 1.8222, -6.5365], [-0.6059, 3.7700, 3.5963], [3.7121, -3.5212, -2.1343], [0.7267, 3.5648, -6.3377], [-3.7277, 2.9272, 0.1379], [-3.3879, 0.1580, 0.0176]], "lowdin_charge": [0.111, -0.034, -0.099, 0.089, 0.081, 0.097, -0.105, 0.097, -0.053, -0.079, -0.160, 0.001, 0.082, 0.151, 0.084, -0.092, 0.080, -0.553, 0.092, 0.084, -0.245, 0.115, -1.203, -0.042, 0.089, 0.098, 0.012, 0.084, 0.112, -0.203, 0.114, -0.102, -0.153, 0.120, 0.075, 0.078, 0.081, 0.120, -0.023, 0.129, 0.022, 0.092, 0.131, 0.074, -0.037, -0.103, -0.114, -0.121, 0.004, -0.564, 0.080, 0.010, 0.007, 0.078, 0.080, 0.072, 0.068, -0.054, 0.079, 0.409, 0.076, -0.047, -0.043, 0.081, 0.030, 0.114, 0.110, 0.075, 0.084, -0.055, 0.103, 0.073, -0.028, 0.095, 0.007, -0.072, -0.046, -0.142, 0.087, 0.116, 0.085, 0.087, 0.080, 0.082, -0.051, -0.059, 0.111, -0.073, -0.029, 0.006, -0.154, 0.105, 0.115, 0.079, -0.116, -0.557, -0.197, 0.087, 0.078, 0.037, 0.081, 0.084, 0.110, -0.175, 0.086, -0.161, 0.121, -0.554, -0.127, 0.019, -0.068, 0.087, 0.076, 0.102, 0.080, -0.169, -0.272]}

=====

{"formula": "C30H32BrF2IN3O8S", "method": "ωB97M-V/def2-TZVPD", "e_tot_ha": -5396.751638, "total_charge": -1, "multiplicity": 1, "lumo_ev": -1.79, "elements": ["C", "C", "C", "H", "H", "O", "C", "C", "C", "C", "C", "C", "H", "H", "H", "H", "C", "H", "O", "C", "C", "O", "H", "F", "C", "I", "C", "H", "H", "C", "H", "H", "C", "H", "C", "O", "H", "H", "H", "F", "H", "O", "H", "C", "C", "H", "H", "H", "H", "S", "O", "C", "H", "H", "C", "C", "N", "C", "H", "H", "O", "O", "H", "H", "N", "Br", "H", "H", "H", "C", "H", "C", "C", "C", "C", "N", "C", "C"], "xyz": [[0.1668, 4.0849, -0.4652], [-4.1752, 3.9264, -0.2559], [-3.7473, 1.1857, -0.2056], [-2.8963, 0.4744, -2.2730], [0.6561, 5.5030, 3.6202], [2.6036, -0.9354, -2.5805], [3.0600, 1.4886, 1.2878], [1.8178, -0.7736, 0.6553], [3.2190, -5.1235, -2.1065], [-2.9033, 0.8540, 1.1760], [3.0770, 2.3769, -1.5294], [3.0821, -1.7908, 0.7638], [-3.5968, 1.2732, 2.0557], [3.1421, 2.6800, 1.1898], [0.0434, 3.8617, -1.6342], [2.7486, 1.3716, 2.4350], [-5.6629, 3.6664, 0.3738], [-2.9318, -0.3064, 1.2963], [0.1928, -9.0330, -0.5702], [1.1883, -5.6710, -0.1717], [0.6576, 3.4553, 2.1664], [4.2320, 2.9810, -1.2503], [0.9300, 2.7523, 3.0628], [4.7267, 0.0995, -2.0207], [0.1695, 6.0019, 1.2107], [-0.5668, 0.4046, 4.2500], [3.5028, -3.7378, -1.2722], [-4.4191, -0.5597, -1.6857], [-5.5117, 3.4227, 1.5327], [5.9245, 0.5030, 0.9341], [0.8602, -3.9806, 1.6016], [-2.6160, -3.5826, 1.6668], [0.4864, 2.8442, 0.6109], [0.3531, -6.4426, 0.1597], [3.2423, 0.0402, -1.9140], [1.3778, -0.7392, 2.0917], [-6.2134, 2.7793, -0.1710], [-5.1913, 4.4447, -2.2443], [3.8146, -5.4326, -3.0910], [2.2915, 3.1290, -2.5873], [6.8890, -0.0889, 0.5533], [1.7634, -10.8507, -0.4128], [-1.0051, -0.1969, 0.2985], [-0.0051, -0.3410, 2.2404], [-3.4331, -0.0105, -1.3324], [4.0674, -1.4823, 0.2267], [-3.7601, 2.5537, -2.0363], [3.4021, -2.0726, 1.8801], [-4.8707, 6.0075, -1.1953], [0.7175, -10.2325, -1.2479], [-1.6224, 1.5137, 1.3149], [-0.8057, -1.8207, 2.1870], [0.0364, 7.1677, 1.4361], [1.8034, -7.1153, -2.1417], [2.0186, -6.1027, -1.5547], [2.0264, 0.7938, 0.2224], [0.5944, 1.3767, 0.2440], [0.5161, 5.0667, 2.5215], [-2.7272, -0.8465, -0.8718], [-3.4520, 4.5141, 0.4855], [-0.3777, -11.1970, -1.4578], [1.2913, -9.8495, -2.5508], [-3.4241, 5.1036, -2.1910], [4.3496, -3.0220, -1.7082], [2.5248, 1.0701, -1.1398], [-0.0541, 1.0365, -1.5471], [-2.2800, 2.8409, -0.9053], [-4.8930, 1.0090, 0.0811], [-6.2825, 4.6778, 0.2412], [-0.4611, 0.6109, 1.0023], [1.0485, -1.3711, -0.0368], [1.4974, -4.2547, 0.6579], [-1.7005, -2.9020, 1.9281], [4.6299, 1.0378, 1.2096], [-4.4050, 4.9875, -1.5293], [-0.0003, 5.5390, -0.1801], [-3.4283, 2.6238, -0.8928], [2.6772, -3.2695, 0.0892]], "lowdin_charge": [-0.046, -0.379, -0.276, 0.055, 0.100, 0.052, -0.104, -0.164, -0.068, -0.180, -0.196, -0.100, 0.145, 0.131, 0.094, 0.135, -0.123, 0.117, -0.360, -0.019, 0.025, 0.071, 0.035, 0.007, -0.104, 0.915, -0.053, 0.087, 0.088, 0.078, 0.054, 0.076, -0.114, 0.084, -0.204, -0.201, 0.082, 0.088, 0.090, -0.044, 0.080, -0.329, 0.107, -0.689, -0.115, 0.088, 0.126, 0.152, 0.074, 0.189, -0.202, -0.099, 0.110, 0.096, -0.021, -0.307, -0.387, -0.015, 0.072, 0.137, -0.331, -0.357, 0.086, 0.080, -0.047, 0.963, 0.072, 0.135, 0.086, -0.350, 0.177, -0.028, 0.109, -0.065, -0.139, -0.004, -0.176, -0.153]}